8
Properties=species:S:1:pos:R:3:mulliken_charge:R:1 method="wB97M-V/def2-TZVPD" e_lumo_ev=0.26 orbital_gap_ha=0.3643
N -2.90 -0.04 0.73 -0.2393
C 0.70 -0.07 -0.21 -0.0388
Cl -2.80 1.46 -0.14 -0.0778
H 0.67 1.04 -0.48 0.1917
Cl -4.04 -1.02 -0.12 -0.0487
H -2.00 -0.38 0.64 0.4238
O -0.29 -0.72 -0.05 -0.4306
H 1.82 -0.50 -0.17 0.2199